Entry 1:
{"formula": "C4H8N2O2S", "method": "ωB97M-V/def2-TZVPD", "elements": ["C", "C", "C", "C", "N", "N", "O", "O", "S", "H", "H", "H", "H", "H", "H", "H", "H"], "coordinates": [[-1.74, 1.94, 1.86], [0.77, 0.08, 1.70], [0.19, 1.06, 0.71], [-0.86, 1.90, 0.75], [-2.41, 1.95, 2.80], [-0.79, -1.60, -1.49], [0.22, -1.76, -3.64], [1.56, -0.62, -1.86], [0.08, -0.73, -2.63], [1.39, 0.54, 2.48], [-0.02, -0.45, 2.09], [1.37, -0.64, 1.19], [2.08, -1.49, -1.83], [0.94, 1.02, -0.06], [-1.03, 2.63, 0.11], [-0.54, -2.60, -1.45], [-1.22, -1.24, -0.72]], "orbital_gap_ha": 0.39133, "total_energy_ev": -22185.750, "e_homo_ev": -10.25, "total_charge": 0, "lumo_energy_ev": 0.394, "e_above_lowest_kcal_mol": 60.1}


Entry 2:
{"formula": "C4H8N2O2S2", "method": "ωB97M-V/def2-TZVPD", "elements": ["C", "C", "C", "C", "N", "N", "O", "O", "S", "S", "H", "H", "H", "H", "H", "H", "H", "H"], "coordinates": [[-0.54, -1.30, -0.23], [0.44, 0.86, -0.48], [0.42, 0.00, 1.91], [0.40, 1.19, 1.05], [-1.39, -2.31, -0.19], [1.26, 1.66, -1.34], [-2.35, 0.47, -0.23], [1.36, -1.04, -2.10], [-1.20, 0.08, -1.06], [1.19, -0.95, -0.64], [-0.34, -0.44, 2.42], [1.40, -0.37, 2.07], [-0.54, 1.74, 1.21], [1.33, 1.96, 1.29], [-1.26, -3.17, 0.19], [-2.35, -2.05, -0.22], [0.76, 2.62, -1.48], [1.42, 1.05, -2.16]], "orbital_gap_ha": [0.28692, 0.28293], "total_energy_ev": -33017.444, "e_homo_ev": [-8.18, -7.71], "total_charge": 0, "lumo_energy_ev": [-0.375, -0.015], "e_above_lowest_kcal_mol": 160.2}


Entry 3:
{"formula": "C4H8N2O3", "method": "ωB97M-V/def2-TZVPD", "elements": ["C", "C", "C", "C", "N", "N", "O", "O", "O", "H", "H", "H", "H", "H", "H", "H", "H"], "coordinates": [[2.00, 0.21, 0.36], [0.66, -0.76, -1.43], [-2.08, 0.69, 1.41], [-1.26, -0.17, 0.50], [1.83, -0.80, -0.59], [-0.26, 0.72, -0.19], [3.00, 0.42, 1.00], [0.85, 0.93, 0.61], [0.78, -0.28, -2.65], [-0.03, -1.51, -1.26], [-1.57, 1.01, 2.34], [-2.45, 1.42, 0.75], [-2.95, 0.28, 1.74], [-0.77, -0.88, 1.01], [-1.80, -0.54, -0.29], [2.67, -1.19, -0.77], [1.38, 0.47, -2.54]], "orbital_gap_ha": [0.35169, 0.35173], "total_energy_ev": -13396.568, "e_homo_ev": [-9.03, -9.04], "total_charge": 0, "lumo_energy_ev": [0.536, 0.536], "e_above_lowest_kcal_mol": 118.1}


Entry 4:
{"formula": "C4H8N2O5Si", "method": "ωB97M-V/def2-TZVPD", "elements": ["C", "C", "C", "C", "N", "N", "O", "O", "O", "O", "O", "Si", "H", "H", "H", "H", "H", "H", "H", "H"], "coordinates": [[-1.81, -0.36, 0.28], [-1.26, 0.60, -0.83], [-1.01, -0.40, 1.56], [0.00, -0.07, -1.33], [2.35, -1.83, -0.11], [1.88, 2.20, 0.33], [2.91, -2.19, 0.90], [2.33, -2.32, -1.25], [2.72, 2.74, -0.35], [0.96, 2.68, 0.98], [0.34, -0.87, 1.39], [1.16, -0.45, 0.13], [-2.94, -0.08, 0.49], [-1.90, -1.29, -0.18], [-1.86, 0.81, -1.66], [-1.07, 1.62, -0.45], [-1.09, 0.59, 1.86], [-1.59, -0.93, 2.19], [-0.48, -0.98, -1.64], [0.39, 0.51, -2.30]], "orbital_gap_ha": [0.26355, 0.26290], "total_energy_ev": -25366.184, "e_homo_ev": [-8.82, -8.80], "total_charge": 0, "lumo_energy_ev": [-1.647, -1.651], "e_above_lowest_kcal_mol": 57.3}


Entry 5:
{"formula": "C4H8N2OP", "method": "ωB97M-V/def2-TZVPD", "elements": ["C", "C", "C", "C", "N", "N", "O", "P", "H", "H", "H", "H", "H", "H", "H", "H"], "coordinates": [[0.55, -1.00, 1.26], [1.03, 0.21, 1.07], [-1.07, 0.15, 0.12], [0.78, 1.11, -1.31], [-0.62, -1.23, 0.65], [0.09, 0.99, 0.17], [-2.16, -2.61, -1.01], [-1.10, -2.81, -0.04], [1.10, -1.67, 1.92], [1.88, 0.57, 1.59], [-1.41, 0.37, -0.91], [-1.93, 0.55, 0.70], [1.02, 0.13, -1.69], [0.01, 1.62, -2.00], [1.67, 1.70, -1.13], [0.17, 1.93, 0.62]], "orbital_gap_ha": [0.27171, 0.22827], "total_energy_ev": -18582.421, "multiplicity": 3, "e_homo_ev": [-10.70, -13.57], "total_charge": 1, "lumo_energy_ev": [-3.311, -7.358], "s2": 2.012, "e_above_lowest_kcal_mol": 34.5}


Entry 6:
{"formula": "C4H8N2OS", "method": "ωB97M-V/def2-TZVPD", "elements": ["C", "C", "C", "C", "H", "H", "H", "H", "H", "H", "H", "H", "N", "N", "O", "S"], "coordinates": [[-3.37, 0.84, 0.03], [0.08, -0.65, 0.01], [2.42, -1.19, -0.02], [1.69, 1.13, 0.00], [-3.20, 1.39, 0.95], [-4.44, 0.58, -0.03], [-3.11, 1.44, -0.86], [0.06, -1.73, -0.10], [2.51, -1.72, 0.99], [3.39, -0.72, -0.18], [2.27, -1.88, -0.85], [2.79, 1.28, 0.18], [-0.95, 0.06, 0.01], [1.38, -0.21, -0.01], [0.95, 2.10, -0.08], [-2.46, -0.70, -0.05]], "orbital_gap_ha": 0.32173, "total_energy_ev": -20139.650, "e_homo_ev": -8.07, "total_charge": 0, "lumo_energy_ev": 0.686, "e_above_lowest_kcal_mol": 27.3}


Entry 7:
{"formula": "C4H8N2OS", "method": "ωB97M-V/def2-TZVPD", "elements": ["C", "C", "C", "C", "N", "N", "O", "S", "H", "H", "H", "H", "H", "H", "H", "H"], "coordinates": [[-2.42, -1.21, 0.14], [2.22, -0.27, 0.38], [0.69, -0.16, 0.66], [0.07, 0.21, -0.64], [-2.10, -2.24, -0.25], [-2.51, 0.19, 0.49], [-1.43, 2.28, 0.33], [-1.54, 1.02, -0.30], [2.19, -1.16, -0.40], [2.67, 0.69, 0.04], [2.78, -0.55, 1.25], [0.41, 0.59, 1.51], [0.51, -1.28, 0.86], [0.57, 1.07, -1.03], [0.05, -0.60, -1.44], [-2.15, 1.43, -1.60]], "orbital_gap_ha": 0.38708, "total_energy_ev": -20136.637, "e_homo_ev": -10.33, "total_charge": 0, "lumo_energy_ev": 0.198, "e_above_lowest_kcal_mol": 96.8}


Entry 8:
{"formula": "C4H8N2P", "method": "ωB97M-V/def2-TZVPD", "elements": ["C", "C", "C", "C", "N", "N", "P", "H", "H", "H", "H", "H", "H", "H", "H"], "coordinates": [[-1.43, 1.25, 0.17], [-0.09, 1.48, -0.39], [-1.52, 0.13, 0.89], [0.58, 0.34, -0.66], [-1.04, -2.35, 1.30], [2.01, 0.64, -0.92], [-0.18, -0.99, 1.12], [-2.28, 2.00, 0.10], [0.13, 2.50, -0.81], [-2.49, -0.19, 1.32], [-1.88, -2.49, 0.79], [-0.71, -3.19, 1.81], [2.47, 0.08, -1.71], [2.52, 0.53, 0.07], [1.86, 1.70, -1.18]], "orbital_gap_ha": 0.33330, "total_energy_ev": -16537.083, "e_homo_ev": -12.90, "total_charge": 1, "lumo_energy_ev": -3.828, "e_above_lowest_kcal_mol": 59.1}